Entry from the OMol25 dataset: a structure of composition C32H48FN9O5Zr (ωB97M-V/def2-TZVPD).

Atoms and positions in Å:
Zr 0.943 1.119 1.915
C 1.482 -4.453 -3.708
C 0.683 -4.619 -2.428
N 0.367 -3.316 -1.784
C 1.152 -2.907 -0.783
C 0.945 -1.714 -0.154
C 1.653 -1.017 0.938
O 1.155 -1.045 2.111
O 2.384 -0.030 0.642
C -0.119 -0.855 -0.507
O -0.297 0.243 0.152
C -0.936 -1.280 -1.602
C -1.993 -0.482 -2.087
C -2.737 -0.903 -3.139
F -3.691 -0.101 -3.625
C -2.513 -2.150 -3.787
C -1.478 -2.931 -3.313
C -0.672 -2.514 -2.234
N -3.281 -2.491 -4.901
C -2.812 -3.557 -5.773
C -3.425 -3.408 -7.156
N -4.927 -3.394 -7.064
C -5.404 -2.328 -6.113
C -4.739 -2.522 -4.764
H 1.680 -5.433 -4.138
H 2.442 -3.977 -3.507
H 0.954 -3.853 -4.449
H 1.244 -5.193 -1.694
H -0.253 -5.154 -2.578
H 1.955 -3.575 -0.501
H -2.183 0.490 -1.652
H -1.287 -3.883 -3.779
H -3.035 -4.554 -5.365
H -1.732 -3.482 -5.902
H -3.134 -4.229 -7.808
H -3.135 -2.463 -7.611
H -5.268 -4.309 -6.757
H -5.328 -3.239 -7.992
H -6.486 -2.403 -6.038
H -5.133 -1.371 -6.555
H -5.058 -3.477 -4.323
H -5.084 -1.729 -4.108
C -0.415 -1.323 4.754
C -0.157 0.139 4.880
N -0.284 0.715 6.053
O 0.182 0.843 3.878
H -0.809 -1.751 5.672
H 0.518 -1.823 4.491
H -1.114 -1.495 3.937
H -0.562 0.188 6.867
H -0.118 1.705 6.164
C -2.907 4.119 1.934
N -3.146 2.719 1.575
C -4.530 2.319 1.305
C -2.170 1.860 1.539
O -0.974 2.167 1.828
H -3.766 4.708 1.625
H -2.021 4.486 1.419
H -2.781 4.218 3.012
H -4.910 2.877 0.451
H -5.146 2.536 2.176
H -4.571 1.253 1.095
H -2.422 0.841 1.245
N 1.204 3.546 2.356
C 1.618 3.780 0.994
C 2.006 4.980 0.443
C 2.430 4.957 -0.882
C 2.444 3.757 -1.584
C 2.034 2.602 -0.948
N 1.629 2.625 0.328
H 1.843 3.982 3.013
H 0.274 3.920 2.531
H 1.992 5.895 1.019
H 2.756 5.872 -1.359
H 2.779 3.719 -2.610
H 2.040 1.636 -1.435
C 3.621 -0.124 3.429
C 4.855 -0.008 4.357
N 5.321 1.371 4.397
C 4.334 2.181 5.092
C 2.923 1.869 4.538
N 3.032 1.243 3.175
C 4.060 2.012 2.389
C 5.458 1.857 3.033
H 2.849 -0.752 3.870
H 3.896 -0.540 2.462
H 5.655 -0.652 3.995
H 4.617 -0.325 5.373
H 4.590 3.233 4.960
H 4.368 1.970 6.160
H 2.301 2.762 4.498
H 2.413 1.148 5.175
H 3.762 3.061 2.386
H 4.050 1.649 1.362
H 5.978 2.815 3.034
H 6.072 1.153 2.471

Results
**Total charge**: +4
**Spin multiplicity**: 1
**Energy**: -61582.5926 eV
**Energy relative to the best compared isomer or geometry (same formula, charge and spin)**: 0.000 eV



Entry from the OMol25 dataset: a structure of composition C32H49Cl5IN3O9P2Ti (ωB97M-V/def2-TZVPD).

Atoms and positions in Å:
Ti -1.154 0.129 0.628
C -3.911 -0.553 1.991
C -2.941 -1.703 2.338
N -1.963 -1.898 1.262
C -2.512 -2.621 0.092
C -1.893 -2.108 -1.201
N -2.029 -0.645 -1.307
C -3.363 -0.124 -1.640
C -4.246 0.023 -0.400
N -3.451 0.251 0.828
H -3.979 0.105 2.852
H -4.914 -0.933 1.791
H -3.495 -2.626 2.533
H -2.383 -1.445 3.235
H -1.143 -2.394 1.604
H -3.593 -2.487 0.080
H -2.332 -3.695 0.180
H -2.324 -2.622 -2.067
H -0.823 -2.328 -1.182
H -1.371 -0.278 -1.988
H -3.862 -0.763 -2.376
H -3.206 0.845 -2.106
H -4.853 -0.869 -0.256
H -4.945 0.848 -0.558
H -3.511 1.230 1.093
Cl 0.924 5.517 4.953
C 0.235 4.119 4.234
C 1.052 3.085 3.779
Cl 2.757 3.183 3.976
C 0.480 1.971 3.185
Cl 1.455 0.663 2.575
C -0.907 1.815 3.051
O -1.410 0.726 2.529
C -1.706 2.857 3.536
Cl -3.422 2.685 3.416
C -1.150 3.998 4.106
Cl -2.174 5.258 4.660
C 3.124 3.071 0.410
C 2.099 2.537 -0.558
C 1.887 3.427 -1.759
O 2.628 1.238 -1.051
P 1.930 -0.147 -1.010
O 0.519 -0.090 -0.509
C 2.963 -1.218 -0.019
P 2.161 -2.691 0.668
O 0.811 -2.421 1.199
O 2.071 -3.769 -0.469
C 3.078 -4.469 -1.272
C 4.448 -4.541 -0.630
C 3.106 -3.830 -2.644
O 3.249 -3.103 1.721
C 3.003 -3.925 2.915
C 2.162 -5.145 2.598
C 2.408 -3.044 3.992
O 2.005 -0.763 -2.443
C 1.274 -0.084 -3.541
C 2.294 0.601 -4.418
C 0.482 -1.155 -4.251
H 2.770 4.014 0.826
H 4.069 3.254 -0.103
H 3.290 2.382 1.237
H 1.151 2.323 -0.063
H 2.835 3.609 -2.267
H 1.490 4.387 -1.424
H 1.166 2.995 -2.450
H 3.292 -0.617 0.833
H 3.859 -1.491 -0.578
H 2.667 -5.476 -1.346
H 4.905 -3.556 -0.524
H 5.090 -5.135 -1.281
H 4.423 -5.017 0.347
H 3.537 -2.829 -2.605
H 2.099 -3.756 -3.053
H 3.710 -4.438 -3.318
H 4.009 -4.236 3.197
H 1.150 -4.859 2.313
H 2.100 -5.770 3.490
H 2.601 -5.743 1.799
H 1.411 -2.709 3.704
H 3.036 -2.170 4.165
H 2.337 -3.604 4.925
H 0.602 0.651 -3.088
H 2.984 -0.131 -4.840
H 2.860 1.340 -3.854
H 1.785 1.109 -5.238
H 1.152 -1.892 -4.695
H -0.112 -0.705 -5.047
H -0.190 -1.672 -3.564
I -6.007 7.087 -1.262
C -4.542 5.609 -1.194
C -4.033 5.203 0.032
C -3.064 4.212 0.069
C -2.604 3.630 -1.107
C -3.112 4.057 -2.329
C -4.083 5.044 -2.378
C -1.594 2.524 -1.074
O -1.130 2.066 -2.117
O -1.296 2.080 0.110
H -4.385 5.655 0.949
H -2.650 3.895 1.016
H -2.737 3.607 -3.239
H -4.480 5.374 -3.328

Results
**Total charge**: +1
**Spin multiplicity**: 2
**Energy**: -169289.6357 eV
**Energy relative to the best compared isomer or geometry (same formula, charge and spin)**: 0.139 eV
**Expectation value of S²**: 0.75



Entry from the OMol25 dataset: a structure of composition C32H50BrN5NiO3SeSi4Te (ωB97M-V/def2-TZVPD).

Atoms and positions in Å:
Ni -1.329 1.468 0.665
Br -1.012 2.625 4.308
C -2.247 3.556 3.209
C -3.112 4.463 3.805
C -3.941 5.198 2.972
C -3.866 5.008 1.603
C -2.977 4.064 1.111
N -2.193 3.339 1.913
C -2.840 3.812 -0.394
O -3.599 4.459 -1.131
O -1.968 2.969 -0.719
H -3.114 4.587 4.878
H -4.631 5.920 3.394
H -4.468 5.558 0.894
C -0.123 -6.376 2.921
C 0.542 -5.140 3.513
N -0.355 -3.998 3.565
C -0.729 -3.489 4.872
C -1.695 -4.415 5.600
C -0.495 -3.257 2.416
O 0.066 -3.612 1.382
C -1.419 -2.096 2.457
C -2.820 -2.313 2.579
C -3.609 -1.156 2.510
C -3.040 0.077 2.321
N -1.679 0.290 2.133
C -0.906 -0.839 2.279
H 0.575 -7.217 2.891
H -0.447 -6.161 1.903
H -0.995 -6.668 3.509
H 1.414 -4.873 2.913
H 0.882 -5.343 4.532
H -1.183 -2.510 4.737
H 0.179 -3.348 5.472
H -2.601 -4.545 5.006
H -1.974 -3.991 6.566
H -1.253 -5.399 5.778
H -3.237 -3.303 2.709
H -4.688 -1.215 2.617
H -3.655 0.970 2.302
H 0.167 -0.690 2.193
N -2.153 -2.223 -1.088
C -1.370 -1.208 -0.631
N -1.912 -0.034 -0.796
C -3.126 -0.270 -1.413
C -4.099 0.633 -1.834
C -5.242 0.110 -2.411
C -5.420 -1.272 -2.570
C -4.454 -2.179 -2.165
C -3.304 -1.653 -1.590
H -1.942 -3.196 -0.963
H -0.415 -1.402 -0.169
H -3.939 1.697 -1.709
H -6.022 0.782 -2.749
H -6.333 -1.640 -3.023
H -4.594 -3.245 -2.291
C 2.287 1.363 -4.951
Si 1.181 1.080 -3.431
C 0.498 -0.671 -3.615
C -0.231 2.301 -3.518
Si 2.500 1.312 -1.492
Te 1.224 1.900 0.591
Si 3.776 -0.641 -1.256
C 5.327 -0.382 -0.219
C 4.388 -1.175 -2.977
C 2.728 -2.031 -0.551
Si 3.964 3.101 -1.838
C 4.777 3.573 -0.205
C 5.354 2.732 -3.077
C 3.015 4.601 -2.484
H 1.715 1.143 -5.858
H 3.172 0.725 -4.943
H 2.618 2.403 -5.008
H -0.078 -0.746 -4.543
H -0.169 -0.913 -2.788
H 1.293 -1.418 -3.646
H -0.863 2.085 -4.386
H 0.135 3.326 -3.617
H -0.856 2.280 -2.623
H 5.961 0.398 -0.650
H 5.911 -1.306 -0.170
H 5.037 -0.080 0.789
H 4.960 -0.385 -3.468
H 3.562 -1.451 -3.634
H 5.040 -2.049 -2.873
H 2.417 -1.777 0.464
H 3.285 -2.973 -0.522
H 1.829 -2.189 -1.152
H 5.320 2.729 0.224
H 4.015 3.861 0.522
H 5.473 4.408 -0.339
H 5.979 1.908 -2.727
H 5.995 3.612 -3.198
H 4.960 2.461 -4.059
H 2.162 4.816 -1.837
H 2.630 4.428 -3.492
H 3.656 5.488 -2.513
Se 2.758 0.844 2.292

Results
**Total charge**: -2
**Spin multiplicity**: 1
**Energy**: -262829.6101 eV
**Energy relative to the best compared isomer or geometry (same formula, charge and spin)**: 0.563 eV